{
  "formula": "C27H46BN2O6PSTl",
  "method": "wB97M-V/def2-TZVPD",
  "total_energy_ev": -69469.7053,
  "homo_lumo_gap_ha": 0.09899,
  "total_charge": 3,
  "e_homo_ev": -15.63,
  "species": ["C", "C", "C", "C", "C", "C", "C", "C", "C", "C", "O", "C", "N", "O", "S", "O", "O", "C", "O", "C", "C", "B", "O", "N", "C", "C", "C", "C", "C", "C", "C", "C", "C", "C", "C", "P", "C", "C", "H", "H", "H", "H", "H", "H", "H", "H", "H", "H", "H", "H", "H", "H", "H", "H", "H", "H", "H", "H", "H", "H", "H", "H", "H", "H", "H", "H", "H", "H", "H", "H", "H", "H", "H", "H", "H", "H", "H", "H", "H", "H", "H", "H", "H", "H", "Tl"],
  "coordinates": [[3.09783, -5.35319, 0.66497], [2.99726, -4.77619, -0.82268], [3.12840, -3.18968, -0.80113], [1.83989, -2.44130, -1.39753], [0.95987, -2.00524, -0.17344], [-0.15998, -0.88991, -0.42729], [0.05108, -0.01166, -1.71713], [-0.09947, -0.63726, -3.15021], [0.86749, 0.15730, -4.13983], [-1.47697, -1.77080, -0.70000], [-1.22038, -2.93157, -1.54135], [-2.37060, -3.36476, -2.07882], [-3.28731, -3.93655, -2.46062], [-2.51123, -1.01753, -1.34652], [-3.08179, 0.00064, -0.20063], [-3.97377, 0.93834, -0.86408], [-3.93979, -0.82605, 0.66595], [-1.75512, 0.88002, 0.79192], [-2.32994, 0.93773, 2.10258], [-3.53616, 1.64993, 2.35358], [-4.37036, 0.84485, 3.45281], [-1.60218, 2.46086, 0.36108], [-1.35311, 3.49742, 1.29759], [-1.84384, 2.94923, -1.02748], [-0.63578, 3.57089, -1.61774], [-2.99042, 3.89141, -1.07468], [-0.38349, 0.05546, 0.87472], [0.89751, 0.83946, 1.38906], [2.03874, 1.40004, 0.51421], [3.04899, 0.58260, -0.20054], [4.14622, 1.10575, -0.98220], [4.36334, 2.55421, -1.12040], [3.45412, 3.40582, -0.39420], [2.32602, 2.86618, 0.41284], [1.55485, 3.97944, 1.17052], [-0.85648, -0.92740, 2.45986], [-0.64913, -2.68792, 2.60380], [-0.35385, -0.12795, 4.03347], [4.17621, -5.42579, 0.96362], [2.64056, -6.38093, 0.69221], [2.57254, -4.65143, 1.37910], [2.01232, -5.06234, -1.27564], [3.86721, -5.18460, -1.39115], [3.26259, -2.90288, 0.28336], [4.07273, -2.88704, -1.31772], [2.25682, -1.56926, -1.97347], [1.27329, -3.15799, -2.03960], [0.52877, -2.98649, 0.19054], [1.60378, -1.66578, 0.69155], [0.99540, 0.59084, -1.73520], [-0.77400, 0.77083, -1.70924], [0.08737, -1.72617, -3.27228], [-1.13362, -0.44995, -3.56465], [0.77090, -0.19780, -5.19298], [0.53138, 1.23390, -4.13013], [1.93093, 0.15870, -3.78107], [-1.92503, -2.19697, 0.23783], [-4.25845, 1.87676, 1.53667], [-3.29959, 2.63192, 2.86119], [-4.90475, -0.01831, 2.96580], [-5.18505, 1.55129, 3.77099], [-3.73811, 0.53917, 4.32027], [-2.17434, 3.96513, 1.53337], [-0.89016, 3.81181, -2.69370], [0.26624, 2.91299, -1.65739], [-0.47255, 4.56466, -1.12117], [-3.47139, 3.91220, -2.08128], [-3.71812, 3.65645, -0.24461], [-2.59928, 4.93066, -0.83967], [1.47993, 0.10818, 2.03916], [0.59298, 1.64297, 2.12062], [3.03218, -0.52484, -0.13429], [4.86613, 0.41985, -1.49757], [5.22501, 2.92475, -1.72526], [3.64878, 4.50754, -0.45685], [1.04687, 3.58216, 2.09273], [0.88288, 4.60614, 0.53872], [2.34104, 4.68568, 1.57124], [-0.97140, -3.37741, 1.77449], [0.43642, -2.96916, 2.80623], [-1.21061, -3.06763, 3.51491], [0.64373, -0.55874, 4.34819], [-0.29186, 0.98586, 4.01463], [-1.08858, -0.39698, 4.84837], [-4.92859, -4.88452, -4.17137]],
  "forces_ev_per_a": [[-0.1, 0.0, -0.9], [0.4, 0.5, 1.2], [-0.3, -0.6, 0.2], [1.6, 0.2, 0.8], [0.2, -0.1, 0.5], [-0.2, -1.8, -0.7], [-0.7, 1.3, -0.4], [0.1, 0.3, -1.5], [-0.6, 0.5, 0.7], [0.2, 0.3, 0.7], [-2.3, 0.4, -0.9], [2.5, 0.0, 1.3], [0.0, 0.3, 0.0], [1.3, 0.9, 1.6], [-6.9, 0.4, -1.3], [2.7, -0.5, 0.3], [3.2, 0.1, 0.3], [1.0, 0.6, 0.0], [2.0, -1.9, -0.9], [-2.7, 0.8, 3.0], [-0.4, 0.4, -1.1], [-0.4, 3.5, -2.1], [-0.8, -2.5, 0.2], [0.6, -1.5, 1.0], [-0.5, 0.8, -1.3], [0.2, 0.8, 0.7], [-1.6, -0.3, -1.1], [1.5, -0.1, 1.7], [2.8, 2.4, -2.6], [0.2, 0.8, 0.0], [-0.9, 1.4, 0.6], [-1.9, -1.4, 1.5], [0.1, -2.0, -0.3], [0.4, -0.4, -0.7], [1.0, -0.1, 0.8], [1.1, 1.4, 0.8], [-0.5, -2.0, 0.6], [-0.1, -0.3, 0.7], [-1.0, 0.1, -0.1], [0.5, 1.0, 0.2], [0.4, -0.9, -0.6], [1.0, 0.1, 0.2], [-1.1, 0.1, 0.2], [-0.1, -0.1, -1.1], [-1.0, -0.1, 0.2], [-1.0, -0.8, 0.4], [0.5, 0.8, 0.4], [0.1, 1.1, -0.3], [-0.4, -0.3, -1.1], [-0.7, -0.9, 0.6], [0.9, -0.6, 0.2], [0.0, 0.8, 0.5], [0.9, -0.3, 0.7], [0.2, 0.1, 0.9], [0.4, -1.0, -0.1], [-0.9, -0.3, -0.5], [0.4, 0.4, -0.6], [1.1, -0.7, -0.2], [0.3, -1.1, -0.7], [0.8, 0.7, 0.6], [0.9, -0.7, 0.0], [-0.6, 0.3, -0.7], [0.5, 0.2, -0.2], [0.3, -0.3, 1.0], [-0.7, 0.5, 0.4], [0.4, -0.9, -0.4], [0.3, -0.2, 0.9], [0.4, 0.1, -1.2], [-0.5, -0.9, -0.4], [-0.7, 0.5, -0.5], [0.0, -0.8, -1.0], [-0.1, 1.0, 0.0], [-0.9, 0.6, 0.7], [-1.0, -0.2, 0.7], [-0.5, -1.1, 0.4], [0.2, 0.5, -1.1], [0.4, -0.8, 0.5], [-0.8, -0.7, -0.4], [0.2, 1.2, 0.6], [-0.8, 0.8, -0.1], [0.6, 0.6, -0.7], [-0.9, 0.2, -0.4], [-0.2, -1.0, -0.4], [0.6, 0.0, -0.8], [-0.5, -0.3, -0.5]]
}